Entry from the Open Molecules 2025 dataset: an isolated molecule of C21H27FN4OS at a distorted geometry (the ωB97M-V functional and the def2-TZVPD basis).

Computed properties:
Energy above the lowest of the compared OMol25 structures with the same formula, charge and spin in kJ/mol: 83.82
Gap between HOMO and LUMO in eV: 8.71
SMILES: CCCN(CCC)CCNC(=O)c1cc2c(-c3ccccc3F)nn(C)c2s1
Max |F| in Eh/bohr: 0.020
2S+1: 1

XYZ file:
```
55
Properties=species:S:1:pos:R:3:forces:R:3
C -1.146960 -3.379228 1.546208 -0.05 -0.26 -0.12
C -1.991053 -4.316262 0.691359 -0.11 0.23 -0.03
H -1.336548 -4.946499 0.087529 -0.03 -0.11 -0.01
H -2.574120 -4.976770 1.337234 0.02 -0.08 -0.06
C -2.971518 -3.555783 -0.204061 0.14 -0.20 0.06
N -2.321828 -2.557321 -1.036335 -0.09 0.04 0.09
C -1.456044 -3.083968 -2.075178 -0.01 0.03 -0.23
C -2.138326 -3.890808 -3.202776 0.15 -0.05 0.19
C -1.939781 -5.397085 -3.070532 -0.11 0.18 -0.12
H -2.360132 -5.771891 -2.140590 -0.02 -0.09 0.11
H -0.879697 -5.642102 -3.090423 0.10 -0.08 0.02
H -2.423631 -5.915521 -3.896105 -0.01 -0.13 -0.03
H -1.733587 -3.571290 -4.164860 -0.07 0.05 -0.02
H -3.206102 -3.663302 -3.211715 -0.03 0.07 -0.07
H -0.699082 -3.706126 -1.593675 0.11 0.00 -0.04
H -0.936270 -2.223731 -2.506948 0.04 -0.07 0.05
C -3.240126 -1.528574 -1.499441 -0.05 0.20 0.24
H -4.223584 -1.929175 -1.790292 0.06 0.01 -0.06
C -3.432452 -0.465313 -0.408175 -0.18 -0.08 -0.20
N -2.145717 -0.041579 0.078091 0.01 -0.25 0.02
C -1.708045 1.234438 -0.006993 -0.20 0.01 0.10
O -2.417209 2.164999 -0.346485 -0.03 0.17 -0.10
C -0.303698 1.440141 0.386650 0.58 0.19 0.12
C 0.328960 2.644512 0.433822 -0.42 -0.30 -0.10
C 1.677487 2.531974 0.849773 0.50 -0.87 0.25
C 2.015003 1.196570 1.116648 -0.27 0.51 -0.17
N 3.286615 1.152068 1.544885 -0.59 0.16 -0.16
N 3.798357 2.387263 1.578022 0.51 0.65 0.01
C 2.867030 3.241351 1.164443 -0.12 -0.80 -0.03
C 3.156514 4.665296 1.125753 0.04 0.46 -0.10
C 2.503057 5.553801 0.274180 0.26 0.03 0.20
C 2.789648 6.905554 0.260706 -0.09 -0.06 -0.05
C 3.760308 7.401216 1.112497 -0.02 -0.06 -0.02
C 4.440429 6.538600 1.958094 0.10 0.05 0.06
C 4.142280 5.190842 1.963114 -0.12 0.08 -0.10
H 4.664017 4.508692 2.615281 0.04 -0.04 0.08
H 5.204457 6.921404 2.617627 0.06 0.03 0.06
H 3.987467 8.456257 1.110313 0.01 0.09 -0.01
H 2.253207 7.548561 -0.419428 -0.06 0.04 -0.07
F 1.576833 5.098369 -0.595468 0.03 -0.05 0.10
C 4.066363 0.010854 1.921382 0.18 -0.30 0.08
H 3.587274 -0.521152 2.745768 0.04 0.02 0.00
H 5.044983 0.368800 2.232769 -0.07 -0.04 -0.02
H 4.176683 -0.672145 1.076521 0.03 0.03 0.03
S 0.735865 0.084974 0.854697 0.02 0.24 0.00
H -0.173601 3.556298 0.171755 -0.15 0.12 -0.06
H -1.502532 -0.803605 0.242023 -0.02 0.06 -0.06
H -4.020348 -0.866908 0.424520 -0.05 0.06 -0.10
H -3.945366 0.411706 -0.808097 -0.01 -0.12 0.09
H -2.799277 -1.045246 -2.373461 -0.04 0.00 -0.01
H -3.554419 -4.275585 -0.802633 -0.06 0.08 0.02
H -3.675863 -3.027909 0.442899 -0.06 -0.05 -0.01
H -1.783232 -2.726074 2.138975 -0.04 0.14 0.11
H -0.514460 -3.949694 2.222630 0.08 0.02 0.10
H -0.508227 -2.763892 0.917503 0.09 0.08 -0.01
```
Positions in Å, forces in eV/Å.